Entry 1:
{"formula": "C27H44N5O4Ti", "method": "the ωB97M-V functional and the def2-TZVPD basis", "symbols": ["Ti", "C", "C", "C", "C", "C", "C", "N", "C", "C", "N", "C", "C", "O", "O", "C", "C", "C", "C", "C", "C", "N", "C", "C", "N", "C", "C", "O", "O", "H", "H", "H", "H", "H", "H", "H", "H", "H", "H", "H", "H", "H", "H", "H", "H", "H", "H", "H", "H", "H", "H", "H", "H", "H", "H", "H", "H", "H", "H", "H", "H", "H", "H", "H", "H", "H", "H", "H", "N", "C", "C", "C", "C", "C", "C", "C", "H", "H", "H", "H", "H"], "xyz": [[-1.4972, -0.3000, -0.6417], [0.4614, 4.2269, 0.1263], [0.4968, 2.7024, 0.2043], [1.5962, 2.0754, -0.7116], [1.6745, 1.9842, -2.2512], [1.2411, 3.2493, -2.9850], [3.1007, 1.6268, -2.6301], [0.7295, 0.8747, -2.7963], [1.1189, -0.6009, -3.0161], [0.8441, -1.7090, -1.9727], [-0.5689, -1.9337, -1.5400], [-1.4447, -2.2854, -2.7121], [-2.9129, -1.9998, -2.4038], [-3.7793, -2.4308, -3.0998], [-3.0523, -1.2464, -1.3153], [-0.7689, -3.0131, -0.4154], [0.4935, -3.4774, 0.2970], [-1.9962, -2.8340, 0.6106], [-2.4191, -1.7122, 1.6917], [-1.5069, -1.6480, 2.9034], [-3.7992, -2.1540, 2.1754], [-2.6039, -0.3260, 1.0553], [-2.6008, 0.9677, 1.8265], [-1.3436, 1.8451, 1.6419], [-0.8757, 2.0796, 0.2310], [-1.8920, 2.8493, -0.5462], [-2.6817, 1.8150, -1.2930], [-3.8438, 1.6040, -1.1389], [-1.8135, 0.9926, -1.9998], [1.4361, 4.6248, 0.4167], [-0.2706, 4.6354, 0.8254], [0.2318, 4.6144, -0.8643], [0.9055, 2.4811, 1.1931], [1.7896, 1.0651, -0.3706], [2.4944, 2.6387, -0.4416], [1.7845, 4.1058, -2.5876], [0.1718, 3.4460, -2.8793], [1.4719, 3.1776, -4.0514], [3.7451, 2.4713, -2.3856], [3.2004, 1.4410, -3.7026], [3.4704, 0.7555, -2.0839], [-0.1513, 0.9807, -2.2812], [0.4636, 1.2056, -3.7251], [2.1877, -0.6235, -3.2016], [0.6417, -0.8556, -3.9574], [1.4539, -1.5528, -1.0931], [1.2235, -2.6068, -2.4652], [-1.3454, -3.3304, -3.0033], [-1.2042, -1.6606, -3.5706], [-1.0973, -3.8837, -0.9775], [0.8760, -2.7989, 1.0560], [1.3011, -3.7253, -0.3929], [0.2315, -4.4058, 0.8049], [-1.8760, -3.7191, 1.2374], [-2.8930, -3.0172, 0.0372], [-1.1701, -2.6534, 3.1603], [-2.0490, -1.2618, 3.7672], [-0.6397, -1.0172, 2.7575], [-3.7402, -3.1255, 2.6692], [-4.5027, -2.2331, 1.3440], [-4.1879, -1.4322, 2.8968], [-3.5116, -0.3870, 0.5824], [-2.7125, 0.7879, 2.8950], [-3.4780, 1.5237, 1.5063], [-0.5125, 1.4044, 2.1844], [-1.5670, 2.7997, 2.1291], [-1.4067, 3.4951, -1.2724], [-2.5407, 3.4565, 0.0823], [0.2037, -0.3895, 0.5640], [1.1269, -0.4706, 1.2391], [2.3246, -0.5542, 2.0719], [2.2156, -0.9549, 3.4004], [3.3610, -1.0284, 4.1761], [4.5925, -0.7055, 3.6219], [4.6980, -0.3232, 2.2896], [3.5597, -0.2489, 1.5065], [1.2595, -1.2131, 3.8270], [3.2901, -1.3388, 5.2107], [5.4848, -0.7581, 4.2340], [5.6643, -0.0922, 1.8606], [3.6388, 0.0349, 0.4657]], "forces_ev_per_angstrom": [[-0.06, 0.34, -0.71], [0.07, 0.12, 0.07], [-0.08, -0.06, 0.05], [-0.05, -0.15, -0.10], [-0.18, -0.01, 0.01], [-0.04, 0.00, 0.01], [0.12, 0.03, -0.06], [0.52, -0.27, -0.20], [-0.17, 0.23, 0.14], [-0.28, 0.14, 0.07], [0.04, -0.50, -0.35], [0.08, 0.01, 0.26], [0.03, 0.41, 0.76], [-0.19, -0.06, -0.07], [-0.13, -0.68, -0.63], [-0.08, 0.29, 0.13], [0.17, 0.00, 0.01], [0.10, 0.30, 0.02], [0.07, 0.08, -0.36], [0.13, 0.02, 0.16], [-0.09, -0.10, -0.07], [-0.62, 0.07, 0.51], [0.32, -0.28, -0.14], [0.08, 0.09, -0.23], [-0.54, -0.08, 0.05], [0.48, -0.10, 0.18], [0.58, -0.21, -0.39], [-0.16, -0.07, -0.31], [-0.87, 1.03, 0.07], [-0.05, -0.01, -0.05], [0.03, -0.02, -0.02], [0.01, 0.01, 0.04], [0.01, -0.05, 0.02], [0.06, -0.03, 0.07], [-0.03, 0.01, 0.02], [-0.01, -0.01, -0.02], [0.03, -0.02, 0.02], [-0.01, 0.01, 0.04], [0.02, -0.04, -0.03], [-0.01, 0.01, 0.05], [0.00, 0.05, -0.01], [-0.59, 0.01, 0.07], [0.07, -0.05, -0.03], [0.06, 0.03, 0.00], [-0.04, -0.04, -0.04], [0.06, 0.03, 0.08], [0.04, -0.09, -0.06], [0.19, -0.05, -0.02], [0.13, 0.00, 0.01], [-0.14, -0.06, -0.10], [-0.06, -0.05, -0.06], [-0.05, 0.00, 0.02], [0.05, 0.00, 0.00], [0.08, 0.00, 0.04], [-0.11, -0.01, -0.06], [0.00, 0.04, 0.01], [0.00, -0.01, 0.00], [0.06, 0.00, -0.01], [-0.02, 0.03, -0.01], [0.00, -0.01, 0.03], [0.01, -0.03, -0.01], [0.04, 0.03, 0.22], [-0.01, -0.01, 0.04], [-0.10, -0.04, -0.07], [0.05, -0.05, 0.00], [0.01, 0.06, 0.03], [0.01, 0.04, 0.02], [-0.02, 0.02, 0.06], [0.46, -0.30, 0.48], [1.31, -0.03, 0.91], [-0.97, 0.03, -0.64], [0.08, -0.04, 0.25], [-0.08, 0.01, -0.06], [0.14, -0.01, 0.07], [-0.08, -0.01, -0.03], [0.28, 0.04, -0.12], [-0.11, 0.00, 0.02], [0.01, 0.02, -0.05], [-0.04, -0.01, -0.03], [-0.04, 0.00, 0.03], [-0.03, 0.02, -0.01]], "mulliken_spin": [0.786, 0.000, -0.002, 0.041, -0.019, 0.000, 0.001, 0.043, -0.008, 0.064, -0.049, 0.006, 0.019, -0.001, 0.031, 0.001, 0.006, -0.001, 0.010, 0.004, -0.003, -0.007, 0.010, 0.014, 0.009, 0.002, 0.003, 0.000, 0.006, 0.000, 0.000, 0.000, -0.005, 0.017, -0.001, 0.000, 0.000, 0.000, 0.000, 0.000, 0.000, 0.015, 0.000, 0.000, -0.004, -0.016, -0.004, 0.000, -0.001, -0.002, -0.004, 0.000, 0.000, 0.000, 0.001, 0.001, 0.000, -0.002, 0.001, -0.001, -0.001, -0.007, 0.003, -0.005, -0.004, 0.002, 0.000, -0.001, -0.064, 0.102, -0.003, 0.008, -0.001, 0.002, -0.001, 0.007, 0.000, 0.000, 0.000, 0.000, -0.001], "e_homo_ev": [-13.55, -14.78], "total_charge": 2, "e_above_lowest_kcal_mol": 0.0, "multiplicity": 2, "lumo_ev": [-5.84, -5.80]}

---

Entry 2:
{"formula": "C27H44O7", "method": "the ωB97M-V functional and the def2-TZVPD basis", "symbols": ["C", "H", "H", "H", "C", "C", "H", "H", "H", "C", "H", "H", "C", "H", "H", "C", "H", "O", "H", "C", "C", "H", "H", "H", "O", "H", "C", "H", "C", "C", "H", "C", "H", "H", "C", "C", "C", "C", "O", "C", "C", "H", "C", "O", "H", "C", "O", "H", "C", "H", "H", "C", "C", "H", "H", "H", "H", "H", "H", "H", "H", "C", "C", "H", "H", "C", "H", "H", "O", "H", "H", "H", "C", "H", "H", "H", "O", "H"], "xyz": [[5.1944, 2.6406, -1.4004], [6.0107, 3.1345, -0.8431], [5.6961, 1.7550, -1.7820], [5.0826, 3.1961, -2.4215], [3.8199, 2.3175, -0.9286], [3.0977, 3.7931, -0.5518], [3.7116, 4.4066, 0.1394], [2.1768, 3.8097, -0.2126], [2.9232, 4.3650, -1.6698], [3.9755, 1.8006, 0.6053], [2.8752, 1.8263, 1.0021], [4.2579, 2.7039, 1.1701], [4.8537, 0.4308, 0.6284], [4.9762, 0.4812, 1.8388], [5.8163, 0.8342, 0.2346], [4.3544, -0.7102, 0.1460], [4.2799, -0.6142, -0.9863], [5.5210, -1.5737, 0.1997], [5.3931, -2.2740, -0.2963], [3.1311, -1.3972, 0.6806], [3.0263, -1.3315, 1.9919], [2.6934, -0.2238, 2.5414], [2.3188, -1.9012, 2.5229], [3.9751, -1.5351, 2.6924], [3.3319, -2.6536, -0.0181], [3.7508, -3.2607, 0.9917], [1.9352, -1.0832, -0.1831], [2.0830, 0.3452, -0.1970], [0.4143, -1.2316, 0.4321], [0.0138, -0.3642, 1.5390], [0.5220, -0.4234, 2.3454], [-1.5419, -0.6097, 1.5648], [-1.6077, -1.5776, 2.0273], [-1.8854, -0.0668, 2.4750], [-2.3897, -0.3772, 0.4375], [-1.7513, -0.8310, -0.7195], [-2.5073, -1.7093, -1.8062], [-3.9933, -1.7269, -1.3121], [-4.6895, -2.4556, -2.2282], [-4.7115, -0.5449, -0.6009], [-4.4968, 0.5802, -1.2992], [-3.6929, 1.0297, -1.4467], [-5.3548, 1.7050, -0.6013], [-6.6656, 1.3108, -0.3388], [-7.1563, 1.2955, -1.2681], [-4.4083, 1.8365, 0.7211], [-5.1367, 2.7629, 1.5532], [-6.0281, 2.5057, 1.5325], [-4.4945, 0.6429, 1.3569], [-4.1416, 0.7564, 2.4637], [-5.5281, 0.3149, 1.6287], [-3.8397, -0.5363, 0.6014], [-3.9092, -1.8431, 1.2934], [-3.7336, -1.9158, 2.5340], [-3.4277, -2.7810, 1.0349], [-5.1112, -2.0661, 1.5755], [-3.5782, 2.2316, 0.5079], [-5.2749, 2.7158, -1.1131], [-5.0797, 0.6301, -2.3866], [-5.4975, -0.9450, -0.2188], [-2.0231, -2.3140, -2.5513], [-0.2684, -0.7910, -0.8519], [0.4723, -1.5064, -2.1270], [-0.0217, -2.5900, -1.9889], [0.2347, -1.1727, -2.9939], [1.9410, -1.4445, -1.6242], [2.4277, -2.4209, -1.7007], [2.4653, -0.5202, -2.1659], [-0.3936, 0.5434, -1.1016], [0.7083, 0.9184, -0.9842], [-2.1595, 0.8783, 0.3175], [0.1989, 0.7086, 1.3109], [0.2101, -2.6953, 0.5863], [0.4333, -2.6447, 1.5078], [-0.6471, -3.1496, 0.3101], [1.1101, -3.2654, -0.0270], [2.8506, 1.7677, -1.6139], [2.8822, 2.1039, -2.4814]], "forces_ev_per_angstrom": [[0.81, -0.04, -4.70], [-1.32, 0.08, 0.48], [0.06, -0.63, 0.12], [0.26, -0.34, 1.67], [0.31, 6.39, 8.18], [5.59, 1.37, -5.06], [-0.12, -0.03, -0.79], [-4.65, -0.99, 1.95], [0.90, -1.16, 2.95], [-2.79, -0.80, -2.29], [1.66, -1.17, -0.60], [1.36, -0.91, -0.16], [1.59, 10.64, 7.40], [0.34, -1.08, -2.55], [-0.63, -1.16, 0.16], [0.76, -4.52, -5.50], [-0.85, 0.16, 1.12], [1.31, 4.94, 4.68], [-1.25, -5.38, -3.84], [0.40, -0.35, -10.17], [0.59, 2.95, 12.38], [1.08, -2.61, -2.32], [-1.29, -1.29, -0.01], [-1.34, 0.29, -2.12], [2.66, -5.73, 7.72], [-1.57, 1.98, -5.01], [-2.33, 7.54, 2.61], [-0.85, -3.91, 0.18], [3.81, 0.82, -5.07], [-4.86, 2.43, -6.10], [2.70, -1.48, 6.05], [2.34, 0.11, 6.58], [-0.26, -1.08, -0.52], [-0.21, 0.29, -0.72], [1.11, 7.05, -1.56], [-2.24, -8.97, -7.90], [-0.03, 5.07, 8.73], [-1.51, -3.29, -10.66], [2.07, 2.71, 5.30], [8.48, -6.80, 0.00], [-11.77, 4.48, -6.02], [7.80, 2.73, -1.14], [3.75, 0.91, 0.10], [-1.48, 0.29, -2.43], [1.50, 0.00, 3.00], [-11.29, 2.50, -1.23], [2.52, 1.65, 0.48], [-1.94, -0.56, -0.08], [1.11, -6.55, 6.72], [0.22, -0.20, -1.71], [0.36, 0.42, -0.87], [0.04, 0.58, 3.20], [-5.27, -2.38, 6.84], [0.35, 1.12, -3.08], [-0.02, 0.34, -1.06], [2.68, 0.07, -1.60], [6.51, 2.93, -1.77], [-0.27, -1.22, 0.30], [1.71, -0.89, 2.07], [-6.08, -1.49, 1.19], [-0.40, 0.04, -0.15], [-1.82, -0.60, -2.06], [-0.59, -4.54, 9.55], [1.65, 1.93, -0.79], [-1.43, 2.61, -5.50], [0.25, 1.29, -2.25], [0.09, 0.65, -0.94], [-0.71, -2.54, 0.71], [7.20, 5.29, 0.12], [-4.33, -0.94, -0.60], [-0.66, -2.83, 0.01], [-0.16, -0.45, -0.53], [4.20, -0.76, -6.08], [1.29, -1.97, 7.27], [-3.12, -1.04, -0.53], [-2.42, 1.21, 1.81], [-1.29, -3.80, -1.61], [-0.24, 0.62, -1.97]], "lowdin_charge": [-0.057, 0.109, 0.074, 0.116, -0.635, -0.027, 0.075, -0.011, 0.143, -0.094, 0.125, 0.101, -0.165, 0.170, 0.130, -0.386, 0.181, 0.030, -0.002, -0.589, -0.059, 0.195, 0.072, 0.161, -0.121, 0.292, -0.152, 0.186, -0.372, -0.074, 0.038, -0.129, 0.104, 0.144, -0.283, -0.057, 0.166, -0.194, -0.069, -0.261, -0.102, 0.056, -0.272, -0.030, 0.184, -0.313, 0.003, 0.052, -0.127, 0.175, 0.158, -0.447, -0.044, 0.151, 0.092, 0.159, 0.088, 0.170, 0.206, 0.102, 0.084, -0.474, -0.011, 0.149, 0.041, -0.134, 0.117, 0.149, -0.031, 0.214, 0.237, 0.143, 0.029, 0.019, 0.064, 0.170, -0.004, 0.103], "e_homo_ev": -8.02, "e_above_lowest_kcal_mol": 567.5, "multiplicity": 1, "lumo_ev": 0.20}